This record from the OMol25 dataset describes C33H36N4O3PPdS as an isolated structure. The level of theory is the ωB97M-V functional and the def2-TZVPD basis.

Properties
electronic energy: -2591.1842 a.u.
charge: +1
Kohn-Sham gap: 7.92 eV
strongest force on any atom: 0.593 eV Å⁻¹

Last column: Löwdin charge in e.
Positions of all 79 atoms, in Å:
Pd (-0.719, 1.239, -0.403)  0.706
O (0.205, 0.038, 1.144)  -0.425
P (1.552, 0.146, 1.829)  0.828
C (2.904, 0.205, 0.646)  -0.264
C (3.975, -0.684, 0.678)  -0.064
C (4.969, -0.606, -0.287)  -0.061
C (4.898, 0.355, -1.284)  -0.058
C (3.832, 1.245, -1.321)  -0.060
C (2.842, 1.171, -0.359)  -0.103
C (1.608, 1.627, 2.841)  -0.316
C (2.804, 2.082, 3.395)  -0.080
C (2.809, 3.216, 4.188)  -0.059
C (1.622, 3.898, 4.435)  -0.059
C (0.431, 3.448, 3.885)  -0.061
C (0.422, 2.313, 3.086)  -0.086
C (1.808, -1.271, 2.896)  -0.278
C (1.723, -2.537, 2.310)  -0.087
C (1.848, -3.673, 3.089)  -0.064
C (2.051, -3.555, 4.460)  -0.061
C (2.122, -2.302, 5.048)  -0.061
C (1.997, -1.159, 4.269)  -0.058
H (4.047, -1.431, 1.458)  0.105
H (5.800, -1.299, -0.257)  0.111
H (5.675, 0.412, -2.035)  0.112
H (3.771, 1.989, -2.104)  0.114
H (2.001, 1.858, -0.400)  0.058
H (3.732, 1.559, 3.193)  0.121
H (3.738, 3.572, 4.615)  0.113
H (1.630, 4.781, 5.059)  0.112
H (-0.492, 3.981, 4.074)  0.113
H (-0.504, 1.959, 2.649)  0.094
H (1.555, -2.629, 1.244)  0.114
H (1.786, -4.651, 2.632)  0.110
H (2.150, -4.443, 5.069)  0.112
H (2.271, -2.209, 6.115)  0.112
H (2.044, -0.185, 4.739)  0.104
O (0.627, -0.507, -2.283)  -0.074
H (0.290, -0.317, -3.166)  0.044
H (0.316, -1.391, -2.063)  0.025
C (-1.415, -3.407, -3.567)  -0.067
C (-2.538, -3.798, -2.616)  -0.199
N (-3.831, -3.251, -2.997)  -0.053
C (-4.496, -3.809, -4.180)  -0.188
C (-4.449, -2.882, -5.386)  -0.064
C (-4.502, -2.296, -2.315)  -0.428
O (-5.622, -1.922, -2.613)  0.095
C (-3.839, -1.657, -1.119)  -0.102
C (-4.433, -1.760, 0.131)  0.034
C (-3.870, -1.083, 1.198)  -0.010
C (-2.751, -0.301, 0.983)  -0.104
N (-2.199, -0.174, -0.228)  -0.091
C (-2.731, -0.841, -1.257)  -0.093
H (-0.465, -3.824, -3.228)  0.082
H (-1.319, -2.321, -3.635)  0.056
H (-1.599, -3.780, -4.574)  0.075
H (-2.308, -3.481, -1.600)  0.112
H (-2.628, -4.887, -2.586)  0.125
H (-5.533, -4.016, -3.914)  0.124
H (-4.008, -4.759, -4.400)  0.121
H (-4.943, -1.939, -5.156)  0.075
H (-4.969, -3.341, -6.226)  0.081
H (-3.423, -2.677, -5.693)  0.065
H (-5.329, -2.354, 0.254)  0.138
H (-4.293, -1.145, 2.190)  0.119
H (-2.266, 0.229, 1.789)  0.103
H (-2.263, -0.695, -2.222)  0.102
C (1.943, 4.184, 0.504)  -0.011
C (0.785, 4.422, -0.409)  -0.291
C (0.573, 5.678, -0.965)  -0.006
C (-0.467, 5.828, -1.864)  -0.093
N (-1.264, 4.821, -2.209)  0.081
C (-1.007, 3.667, -1.628)  -0.798
S (-1.949, 2.250, -1.954)  0.702
N (-0.031, 3.411, -0.729)  0.015
H (2.278, 5.122, 0.942)  0.095
H (2.779, 3.767, -0.063)  0.086
H (1.693, 3.486, 1.300)  0.047
H (1.216, 6.507, -0.708)  0.115
H (-0.671, 6.786, -2.329)  0.120


This record from the OMol25 dataset describes C33H37ClN2Tc as an isolated structure. The level of theory is the ωB97M-V functional and the def2-TZVPD basis.

Properties
electronic energy: -1930.0070 a.u.
charge: -2
Kohn-Sham gap (alpha / beta): 2.45 / 3.07 eV
spin multiplicity: 4
strongest force on any atom: 4.477 eV Å⁻¹

Last column: Mulliken spin population.
Positions of all 74 atoms, in Å:
Tc (-0.284, -0.171, -0.945)  2.997
Cl (0.260, 1.387, -2.436)  0.137
C (1.496, -1.161, -0.529)  -0.253
C (1.848, -2.342, -1.199)  0.001
C (3.126, -2.886, -0.981)  -0.023
C (4.028, -2.267, -0.103)  0.079
C (3.655, -1.107, 0.574)  -0.031
C (2.375, -0.572, 0.388)  0.029
H (1.130, -2.811, -1.866)  -0.062
H (3.429, -3.805, -1.494)  -0.003
H (4.358, -0.622, 1.259)  -0.004
H (2.039, 0.289, 0.962)  0.037
C (5.391, -2.860, 0.117)  -0.004
H (5.830, -2.456, 1.037)  0.001
H (6.069, -2.634, -0.718)  0.005
H (5.314, -3.952, 0.198)  0.003
C (-1.460, -2.634, -7.845)  -0.001
N (-1.190, -1.910, -6.692)  -0.006
H (-2.045, -4.748, -8.029)  0.000
N (-1.670, -3.896, -6.063)  -0.014
H (-1.429, -2.215, -8.836)  0.000
C (-0.976, -0.458, -6.653)  0.005
C (-0.710, 0.036, -8.057)  -0.002
C (-2.223, 0.211, -6.087)  0.007
H (-1.573, -0.112, -8.717)  0.000
H (-0.513, 1.112, -8.018)  0.001
H (0.172, -0.437, -8.501)  0.000
H (0.321, 0.928, -5.690)  0.009
H (1.119, -0.605, -6.128)  -0.003
H (-2.433, -0.171, -5.081)  -0.014
C (0.194, -0.163, -5.736)  0.007
H (-3.087, 0.036, -6.745)  0.000
H (-2.035, 1.293, -6.022)  0.003
H (-0.008, -0.529, -4.723)  -0.015
C (-1.764, -3.887, -7.445)  -0.004
C (-3.404, -4.682, -4.539)  0.004
H (-4.203, -4.580, -5.285)  0.000
H (-3.664, -5.500, -3.852)  0.000
C (-2.080, -5.024, -5.212)  0.004
H (-1.389, -6.020, -3.463)  0.000
C (-2.237, -6.258, -6.075)  0.000
H (-1.304, -6.520, -6.586)  0.000
H (-3.312, -3.752, -3.965)  -0.007
H (-0.878, -4.313, -3.560)  -0.006
H (-3.034, -6.139, -6.817)  0.000
H (-2.507, -7.101, -5.433)  0.000
C (-1.030, -5.231, -4.137)  0.004
H (-0.081, -5.564, -4.576)  0.000
C (-1.327, -2.677, -5.588)  0.025
C (-0.247, 0.768, 0.657)  -0.464
C (-0.067, 1.354, 1.794)  0.400
C (0.076, 1.907, 3.035)  -0.096
C (-0.901, 1.577, 4.098)  0.035
C (-1.171, 2.477, 5.159)  0.011
C (-2.013, 2.136, 6.214)  -0.014
C (-2.715, 0.923, 6.187)  0.042
C (-2.527, 0.047, 5.112)  -0.023
C (-1.633, 0.364, 4.082)  0.017
C (1.153, 2.891, 3.318)  0.025
C (1.646, 3.120, 4.633)  0.019
C (2.450, 4.225, 4.925)  -0.024
C (2.908, 5.046, 3.884)  0.048
C (2.564, 4.745, 2.561)  -0.015
C (1.727, 3.659, 2.280)  0.047
H (-0.697, 3.464, 5.145)  0.006
H (-2.136, 2.825, 7.056)  -0.001
H (-3.381, 0.672, 7.014)  0.007
H (-3.090, -0.887, 5.085)  -0.001
H (-1.480, -0.337, 3.266)  0.032
H (1.384, 2.431, 5.438)  0.006
H (2.722, 4.437, 5.961)  -0.001
H (3.542, 5.903, 4.128)  0.007
H (2.956, 5.369, 1.757)  -0.002
H (1.490, 3.414, 1.246)  0.035